134
Properties=species:S:1:pos:R:3:forces:R:3:mulliken_charge:R:1 method="wB97M-V/def2-TZVPD" lumo_energy_ha="-0.146 / -0.258" spin_multiplicity=3 fmax_ev_per_a=10.0 s_squared=2.012 e_homo_ev="-9.1 / -9.1"
Pd 22.815 -10.579 14.441 -0.062 -0.750 0.341 0.969
N 22.819 -13.876 15.914 3.932 -2.007 -1.453 -0.160
S 21.873 -14.710 16.761 -7.359 -0.599 1.866 0.986
O 22.128 -14.962 18.136 0.945 -0.828 0.058 -0.553
O 21.126 -15.692 15.958 1.476 0.988 1.509 -0.581
F 20.847 -13.515 16.968 -0.998 0.781 -0.456 -0.318
S 23.874 -15.235 15.678 2.800 2.332 -4.308 1.004
O 23.691 -16.065 14.513 -0.804 0.414 1.423 -0.541
O 24.440 -15.743 16.865 -0.078 -0.543 0.653 -0.507
F 25.025 -14.265 15.077 0.132 0.118 0.390 -0.300
N 25.324 -8.529 12.616 2.119 -0.933 0.535 0.020
S 27.011 -8.674 12.852 5.442 -4.810 6.863 1.069
O 27.726 -7.577 13.426 -0.946 1.530 -2.842 -0.442
O 27.713 -9.750 12.190 -2.046 2.007 -1.024 -0.428
F 26.867 -9.365 14.288 -1.687 -0.869 -0.215 -0.277
S 25.524 -7.532 11.454 -3.423 4.142 -7.586 1.090
O 26.364 -7.857 10.300 -1.038 0.258 3.275 -0.419
O 25.526 -6.198 12.003 0.752 -0.849 0.380 -0.375
F 24.066 -7.578 10.821 0.778 -0.502 0.600 -0.237
C 24.840 -21.285 18.536 0.900 -0.985 2.847 -0.276
C 24.423 -20.963 17.216 -1.782 0.274 -3.500 -0.216
O 22.994 -20.667 17.423 2.536 -0.910 -6.561 -0.322
C 22.747 -20.622 18.644 -3.010 1.144 1.920 0.748
O 21.651 -20.409 19.029 -1.817 0.183 1.526 -0.599
O 23.794 -20.761 19.360 3.434 -0.144 2.993 -0.351
H 25.841 -20.926 18.777 -0.278 0.136 0.486 0.274
H 24.769 -22.360 18.704 0.497 -0.122 -0.013 0.253
H 24.540 -21.848 16.589 -0.422 0.046 -0.265 0.215
H 24.889 -20.160 16.644 -0.095 0.396 0.580 0.274
C 30.619 -18.515 13.800 -1.425 0.449 -1.070 -1.150
C 30.343 -19.705 14.694 0.006 1.876 -0.289 -0.138
O 31.272 -20.682 14.353 1.360 -0.484 1.290 -0.315
C 31.045 -21.608 13.470 -3.324 -0.665 -2.457 0.785
O 30.088 -21.644 12.654 2.668 0.003 2.217 -0.599
O 31.980 -22.521 13.644 0.331 -1.750 -0.740 -0.316
C 31.896 -23.790 12.913 0.810 0.317 -0.269 -0.668
H 30.120 -17.620 14.168 0.087 0.059 0.204 0.370
H 30.156 -18.702 12.831 0.219 0.008 -0.244 0.295
H 31.673 -18.292 13.634 0.003 -0.274 0.368 0.312
H 29.329 -20.104 14.657 0.010 0.205 -0.163 0.319
H 30.568 -19.299 15.681 0.083 -0.985 0.403 0.245
H 32.255 -23.708 11.887 -0.520 0.651 -0.195 0.304
H 30.922 -24.278 12.931 0.002 0.440 0.228 0.298
H 32.673 -24.439 13.318 -0.318 0.156 0.714 0.259
C 14.659 -21.534 20.193 -0.035 -0.887 -2.128 -0.916
C 13.896 -21.746 18.825 0.417 0.225 1.234 -0.301
O 14.558 -20.915 17.845 -0.316 -0.386 -0.545 -0.304
C 15.501 -21.472 17.048 0.828 -4.651 1.054 0.717
O 15.714 -22.702 16.866 -1.322 3.495 0.283 -0.617
O 16.295 -20.528 16.682 1.673 2.429 -1.801 -0.276
C 17.323 -20.579 15.622 -0.220 0.256 -0.066 -0.647
H 14.498 -20.535 20.597 -0.172 -0.281 0.108 0.288
H 15.699 -21.628 19.882 0.228 0.069 0.466 0.273
H 14.441 -22.372 20.855 -0.150 0.367 0.289 0.324
H 12.863 -21.429 18.968 0.072 0.420 -0.549 0.253
H 13.847 -22.779 18.479 0.450 0.022 0.129 0.348
H 18.344 -20.669 15.991 -0.355 -1.020 0.636 0.280
H 17.446 -19.601 15.155 -1.039 0.399 0.335 0.273
H 17.077 -21.244 14.794 -0.038 -0.446 0.576 0.306
C 24.426 -20.675 8.863 -0.975 -0.012 -1.236 -1.228
C 25.842 -20.846 8.284 -1.188 -0.982 1.205 -0.110
O 26.050 -20.716 6.878 -0.697 1.381 -0.537 -0.353
C 25.466 -21.539 6.010 -0.120 -4.235 0.750 0.790
O 25.050 -22.699 6.307 0.773 3.931 -1.173 -0.608
O 25.605 -21.029 4.779 -1.021 0.073 -0.323 -0.323
C 25.261 -21.839 3.590 1.245 -0.531 1.036 -0.624
H 23.862 -19.832 8.465 0.381 0.458 -0.074 0.317
H 24.428 -20.557 9.947 0.367 -0.149 -0.058 0.373
H 23.776 -21.509 8.598 0.208 -0.312 0.180 0.337
H 26.080 -21.882 8.525 0.712 0.216 0.311 0.279
H 26.411 -20.086 8.819 0.744 -0.350 -0.680 0.323
H 25.093 -21.216 2.711 -0.196 0.403 0.607 0.230
H 24.465 -22.565 3.756 -0.069 0.382 0.268 0.310
H 26.188 -22.385 3.417 -0.160 -0.265 -0.269 0.287
C 13.709 -11.193 19.657 -0.429 -0.865 1.068 -1.008
C 14.411 -12.543 19.653 0.617 0.307 0.128 -0.276
O 15.275 -12.661 18.516 -0.073 0.523 -2.615 -0.260
C 14.620 -12.893 17.293 -0.595 -2.835 2.105 0.653
O 13.441 -13.195 17.222 1.145 1.207 0.035 -0.555
O 15.505 -13.119 16.314 -0.412 0.214 0.784 -0.289
C 15.197 -14.191 15.383 0.814 0.905 -1.199 -0.656
H 13.191 -11.108 20.612 -0.932 -0.400 -0.138 0.344
H 13.044 -11.101 18.797 0.144 0.531 0.222 0.344
H 14.415 -10.395 19.885 0.392 0.057 -1.203 0.274
H 13.902 -13.505 19.697 -0.998 0.561 0.061 0.333
H 15.040 -12.522 20.544 0.535 -0.245 -0.280 0.247
H 15.567 -15.162 15.713 -0.067 0.239 0.418 0.299
H 15.801 -13.841 14.546 0.093 -0.562 -0.183 0.248
H 14.188 -14.273 14.978 -0.229 0.371 0.805 0.301
C 21.285 -9.766 21.197 0.469 0.575 1.449 -0.979
C 20.526 -8.825 20.266 -1.621 -1.772 0.060 -0.232
O 21.229 -7.663 19.911 0.918 1.436 -1.265 -0.275
C 21.702 -7.441 18.669 1.636 -2.078 -1.523 0.751
O 21.677 -8.222 17.701 -0.517 1.766 2.047 -0.617
O 22.435 -6.306 18.696 -0.292 0.447 0.490 -0.303
C 23.201 -5.808 17.586 -0.140 -0.738 -1.198 -0.682
H 20.800 -9.590 22.158 0.464 0.096 0.397 0.291
H 22.313 -9.421 21.301 0.087 -0.198 -0.025 0.286
H 21.262 -10.856 21.189 -0.098 0.079 -1.299 0.321
H 19.709 -8.503 20.911 -0.165 0.538 -0.589 0.243
H 20.070 -9.344 19.423 0.336 0.251 -0.315 0.342
H 22.681 -5.059 16.990 -0.501 0.032 0.434 0.287
H 23.453 -6.593 16.873 -0.184 -0.356 0.214 0.288
H 24.159 -5.362 17.854 -0.313 -0.161 0.944 0.278
C 27.205 -17.071 22.406 -0.086 -0.534 -1.154 -0.955
C 28.642 -17.238 21.869 -0.989 0.298 1.266 -0.205
O 29.422 -17.910 22.990 0.519 -0.774 -1.867 -0.327
C 29.460 -19.294 22.995 -5.512 0.047 -3.404 0.750
O 28.720 -20.022 22.268 2.645 2.305 1.502 -0.605
O 30.090 -19.731 24.010 2.333 0.167 1.839 -0.306
C 29.969 -21.088 24.364 0.187 -1.718 0.124 -0.661
H 27.050 -16.140 22.952 0.344 -0.432 0.613 0.282
H 26.915 -18.001 22.895 -0.059 0.359 0.475 0.289
H 26.483 -16.975 21.596 0.147 -0.075 -0.413 0.308
H 28.977 -16.217 21.686 1.004 -0.165 0.765 0.282
H 28.705 -17.658 20.865 0.114 -1.074 0.585 0.295
H 30.769 -21.440 25.015 0.086 1.129 0.559 0.267
H 30.150 -21.802 23.561 -0.753 0.493 -0.666 0.290
H 29.012 -21.261 24.857 0.003 -0.033 -0.252 0.295
C 25.735 -14.394 9.452 -0.741 0.452 0.324 -1.010
C 24.511 -14.007 8.658 -0.174 0.679 0.263 -0.311
O 23.327 -14.675 9.145 -0.670 -0.181 -0.517 -0.346
C 22.574 -14.048 10.068 2.015 0.476 1.599 0.848
O 22.964 -13.097 10.747 -0.647 -0.740 -1.419 -0.619
O 21.466 -14.664 10.366 -1.618 0.957 0.183 -0.349
C 20.913 -15.826 9.711 0.885 0.260 1.031 -0.606
H 25.803 -15.478 9.371 0.678 0.112 0.097 0.283
H 25.621 -14.095 10.494 -0.114 -0.217 0.062 0.281
H 26.576 -13.809 9.077 0.250 -0.530 -0.227 0.356
H 24.672 -14.297 7.619 -0.475 -0.153 0.016 0.297
H 24.276 -12.944 8.696 0.336 0.066 -0.019 0.338
H 21.317 -15.810 8.699 -0.208 -0.958 0.189 0.337
H 19.826 -15.867 9.784 0.014 0.945 -0.362 0.232
H 21.192 -16.560 10.468 0.491 -1.002 -1.069 0.269